{"formula": "C5H6N2O2", "method": "wB97M-V/def2-TZVPD", "orbital_gap_ev": [6.11, 8.19], "s2": 2.012, "e_lumo_ev": [0.433, -2.015], "e_tot_ha": -453.89370, "multiplicity": 3, "fmax_ev_per_a": 3.9, "symbols": ["C", "C", "C", "C", "C", "N", "N", "O", "O", "H", "H", "H", "H", "H", "H"], "positions_angstrom": [[0.427, -1.661, 0.648], [0.072, 0.906, 0.653], [-0.813, 0.230, -0.050], [1.643, 0.018, -0.507], [-1.653, 0.659, -1.177], [0.443, 1.387, 1.718], [1.572, -1.097, -0.013], [-0.694, -1.190, 0.069], [1.971, 0.897, -1.225], [0.384, -2.713, 0.490], [0.565, -1.371, 1.777], [-2.184, 1.621, -0.853], [-2.306, -0.178, -1.347], [-0.849, 0.860, -2.057], [1.423, 1.633, 1.873]]}



{"formula": "C5H6N2O2S", "method": "wB97M-V/def2-TZVPD", "orbital_gap_ev": 9.91, "e_lumo_ev": -0.541, "e_tot_ha": -852.19059, "fmax_ev_per_a": 3.2, "symbols": ["C", "C", "C", "C", "C", "N", "N", "O", "O", "S", "H", "H", "H", "H", "H", "H"], "positions_angstrom": [[-2.008, -1.285, -0.792], [-0.045, -0.260, -1.071], [1.004, 1.646, -0.926], [-0.166, -1.842, 0.766], [-0.711, -1.330, -0.319], [-3.108, -1.405, -1.073], [0.543, 0.697, -0.229], [0.504, 2.406, 2.099], [1.673, 0.281, 2.494], [0.465, 1.026, 2.434], [0.635, -0.677, -1.776], [-0.778, 0.275, -1.667], [0.875, 1.605, -1.955], [1.163, 2.644, -0.550], [-0.835, -2.359, 1.464], [0.788, -1.422, 1.102]]}



{"formula": "C5H6N2O3", "method": "wB97M-V/def2-TZVPD", "orbital_gap_ev": 9.25, "smiles": "N#CC1=C[C@H](O)C(=O)N1.O", "e_lumo_ev": -0.437, "e_tot_ha": -529.30624, "fmax_ev_per_a": 4.5, "symbols": ["N", "C", "C", "C", "C", "O", "C", "O", "N", "H", "H", "H", "H", "O", "H", "H"], "positions_angstrom": [[-2.871, -0.129, -0.857], [-1.828, 0.133, -0.365], [-0.386, 0.111, -0.266], [0.409, -0.967, -0.153], [1.824, -0.522, -0.393], [2.715, -0.941, 0.599], [1.687, 1.014, -0.486], [2.600, 1.812, -0.568], [0.354, 1.295, -0.457], [0.086, -1.990, 0.015], [2.143, -0.871, -1.395], [3.609, -0.678, 0.355], [-0.017, 2.252, -0.471], [-3.475, 0.166, 1.682], [-2.940, -0.552, 2.038], [-3.908, -0.132, 0.723]]}



{"formula": "C5H6N2O4", "method": "wB97M-V/def2-TZVPD", "orbital_gap_ev": 8.64, "smiles": "O=C(O)Cn1c(O)c[nH]c1=O", "e_lumo_ev": 0.234, "e_tot_ha": -604.62310, "fmax_ev_per_a": 3.3, "symbols": ["O", "C", "O", "C", "N", "C", "O", "C", "N", "C", "O", "H", "H", "H", "H", "H", "H"], "positions_angstrom": [[0.836, 2.411, -2.046], [0.505, 1.713, -1.123], [0.778, 2.072, 0.153], [-0.183, 0.382, -1.263], [-0.286, -0.458, -0.103], [0.760, -1.054, 0.471], [1.956, -0.696, -0.042], [0.385, -1.802, 1.514], [-1.037, -1.699, 1.461], [-1.452, -0.741, 0.558], [-2.588, -0.319, 0.387], [0.258, 1.481, 0.749], [-1.205, 0.575, -1.573], [0.318, -0.237, -2.016], [2.725, -1.087, 0.353], [0.878, -2.464, 2.158], [-1.662, -1.896, 2.261]]}



{"formula": "C5H6N2O4", "method": "wB97M-V/def2-TZVPD", "orbital_gap_ev": [6.78, 4.94], "e_lumo_ev": [-1.225, -2.113], "e_tot_ha": -604.49579, "fmax_ev_per_a": 3.3, "symbols": ["C", "C", "C", "C", "C", "N", "N", "O", "O", "O", "O", "H", "H", "H", "H", "H", "H"], "positions_angstrom": [[0.885, -1.705, -1.723], [1.050, -2.388, -0.388], [0.690, 0.718, 1.121], [-1.760, 0.477, 0.291], [-0.375, 1.126, 0.223], [0.792, -1.063, -0.541], [-0.093, 1.956, -0.775], [0.239, -0.146, 1.997], [0.927, -1.645, -2.891], [1.222, -3.357, 0.274], [1.783, 1.194, 1.218], [-2.388, 0.981, 1.123], [-2.245, 0.526, -0.702], [-1.653, -0.585, 0.698], [0.879, -0.831, 2.319], [0.860, 2.269, -0.957], [-0.813, 2.473, -1.287]]}



{"formula": "C5H6N2S", "method": "wB97M-V/def2-TZVPD", "orbital_gap_ev": 7.14, "e_lumo_ev": -0.866, "e_tot_ha": -701.68433, "fmax_ev_per_a": 3.6, "symbols": ["C", "C", "C", "C", "C", "N", "N", "S", "H", "H", "H", "H", "H", "H"], "positions_angstrom": [[2.156, 0.005, -0.657], [0.788, 0.473, -0.606], [1.691, -1.813, 0.624], [-1.345, -0.236, 0.274], [-1.996, 1.100, 0.320], [2.417, -1.146, -0.074], [-0.025, -0.362, -0.004], [-2.079, -1.621, 0.814], [2.967, 0.455, -1.195], [0.484, 1.394, -1.083], [1.456, -2.854, 0.841], [-1.848, 1.591, -0.751], [-1.597, 1.922, 0.989], [-3.069, 1.093, 0.509]]}



{"formula": "C5H6N2S", "method": "wB97M-V/def2-TZVPD", "orbital_gap_ev": 8.96, "smiles": "[H]/N=C/n1cccc1S", "e_lumo_ev": 0.208, "e_tot_ha": -701.72126, "fmax_ev_per_a": 6.1, "symbols": ["H", "N", "C", "N", "C", "C", "C", "C", "S", "H", "H", "H", "H", "H"], "positions_angstrom": [[2.193, -2.719, -0.277], [2.222, -1.575, 0.123], [0.938, -1.339, -0.151], [0.386, -0.077, -0.190], [1.044, 1.187, -0.104], [-0.037, 2.097, 0.082], [-1.231, 1.349, -0.115], [-0.971, -0.030, -0.236], [-2.177, -1.236, -0.085], [0.115, -2.312, -0.238], [2.130, 1.109, -0.213], [0.002, 3.140, 0.234], [-2.251, 1.666, -0.202], [-2.363, -1.258, 1.371]]}



{"formula": "C5H6N2S2", "method": "wB97M-V/def2-TZVPD", "orbital_gap_ev": 7.16, "smiles": "C=C/C=C\\S/C=N\\N=S", "e_lumo_ev": -0.503, "e_tot_ha": -1099.82650, "fmax_ev_per_a": 2.6, "symbols": ["C", "C", "C", "C", "S", "C", "N", "N", "S", "H", "H", "H", "H", "H", "H"], "positions_angstrom": [[0.973, -2.109, 0.269], [0.130, -1.131, -0.113], [0.338, -0.315, -1.270], [-0.604, 0.524, -1.763], [-2.078, 1.048, -0.966], [-1.581, 1.510, 0.725], [-0.473, 1.382, 1.284], [0.544, 0.863, 1.698], [2.077, 1.068, 2.035], [0.986, -2.710, 1.202], [1.963, -2.185, -0.096], [-0.849, -1.022, 0.291], [1.243, -0.320, -1.939], [-0.410, 1.204, -2.517], [-2.258, 2.195, 1.160]]}